1.
{"formula": "CH6N4", "method": "the ωB97M-V functional and the def2-TZVPD basis", "orbital_gap_ha": 0.3371, "charge": 0, "energy_ev": -7092.068, "homo_ev": -8.05, "spin_multiplicity": 1, "lumo_energy_ev": 1.119, "de_lowest_kcal_mol": 45.9, "smiles": "N/N=C/NN", "largest_force_ev_per_a": 3.7, "elements": ["C", "H", "H", "H", "H", "H", "H", "N", "N", "N", "N"], "xyz": [[-0.15, 0.55, -0.10], [2.88, -0.61, -0.27], [1.68, -1.26, 0.77], [1.59, 1.08, 0.62], [-0.69, 1.54, -0.08], [-2.57, 0.72, -0.11], [-2.81, -0.95, -0.50], [1.85, -0.76, -0.12], [1.26, 0.54, -0.15], [-0.85, -0.53, -0.15], [-2.19, -0.32, 0.09]]}



2.
{"formula": "CH6N4O", "method": "the ωB97M-V functional and the def2-TZVPD basis", "orbital_gap_ha": 0.3478, "charge": 0, "energy_ev": -9137.851, "homo_ev": -8.42, "spin_multiplicity": 1, "lumo_energy_ev": 1.039, "de_lowest_kcal_mol": 117.2, "smiles": "CN(N)/N=N/O", "largest_force_ev_per_a": 3.3, "elements": ["C", "N", "N", "O", "N", "N", "H", "H", "H", "H", "H", "H"], "xyz": [[-1.20, -0.82, 0.51], [0.03, 0.27, 0.54], [-0.15, 1.53, 1.08], [1.57, -0.99, -2.21], [0.82, 0.24, -0.55], [0.57, -0.77, -1.26], [2.21, -0.29, -2.02], [0.11, 2.24, 0.39], [0.46, 1.63, 1.89], [-1.93, -0.44, -0.21], [-1.59, -0.76, 1.53], [-0.90, -1.85, 0.32]]}



3.
{"formula": "CH6N4O", "method": "the ωB97M-V functional and the def2-TZVPD basis", "orbital_gap_ha": [0.3389, 0.2410], "charge": 2, "energy_ev": -9115.355, "homo_ev": [-17.13, -16.27], "spin_multiplicity": 1, "lumo_energy_ev": [-7.911, -9.715], "de_lowest_kcal_mol": 78.9, "largest_force_ev_per_a": 5.3, "elements": ["C", "N", "N", "N", "N", "O", "H", "H", "H", "H", "H", "H"], "xyz": [[-10.91, -1.10, -0.16], [11.37, -0.90, 0.28], [-11.76, -0.15, -0.62], [12.31, -0.23, 0.20], [-11.36, 0.58, 0.47], [-10.59, -0.41, 0.90], [-10.31, -2.05, -0.54], [10.32, -0.72, 0.31], [-12.50, 0.01, -1.28], [12.55, 2.39, 0.34], [13.26, -0.78, 0.28], [-11.99, 1.19, 1.12]]}



4.
{"formula": "CH6N4OS", "method": "the ωB97M-V functional and the def2-TZVPD basis", "orbital_gap_ha": 0.3640, "charge": 0, "energy_ev": -19973.050, "homo_ev": -10.09, "spin_multiplicity": 1, "lumo_energy_ev": -0.188, "de_lowest_kcal_mol": 50.3, "smiles": "N=S(=N)=NC(N)=O.[H][H]", "largest_force_ev_per_a": 4.3, "elements": ["C", "N", "N", "N", "N", "O", "S", "H", "H", "H", "H", "H", "H"], "xyz": [[-1.65, -0.06, 0.21], [1.87, -0.90, -0.01], [1.90, 1.30, 0.93], [-2.66, 0.59, 0.88], [-0.43, 0.73, 0.32], [-2.02, -1.08, -0.37], [1.03, 0.24, 0.43], [1.45, -1.74, -0.51], [2.88, 1.10, 1.16], [-2.48, 1.17, 1.72], [-3.64, 0.27, 0.88], [1.81, -1.04, -3.12], [1.94, -0.57, -2.54]]}



5.
{"formula": "CH6N4OS", "method": "the ωB97M-V functional and the def2-TZVPD basis", "orbital_gap_ha": 0.3327, "charge": 0, "energy_ev": -19974.191, "homo_ev": -8.53, "spin_multiplicity": 1, "lumo_energy_ev": 0.522, "de_lowest_kcal_mol": 24.0, "smiles": "N/N=C(/NO)NS", "largest_force_ev_per_a": 1.9, "elements": ["C", "H", "H", "H", "H", "H", "H", "N", "N", "N", "N", "O", "S"], "xyz": [[-0.31, 0.03, -0.29], [1.08, 2.65, 0.12], [1.30, 1.21, 0.90], [0.02, -1.51, 1.03], [2.80, -0.70, -0.18], [-2.04, 0.23, -1.17], [-2.56, -0.65, 0.79], [1.12, 1.65, -0.02], [-0.08, 1.25, -0.52], [0.57, -0.81, 0.51], [-1.47, -0.54, -0.82], [-2.23, -1.27, 0.10], [1.80, -1.54, -0.44]]}



6.
{"formula": "CH6NO", "method": "the ωB97M-V functional and the def2-TZVPD basis", "orbital_gap_ha": 0.2695, "charge": -1, "energy_ev": -4670.737, "homo_ev": -2.64, "spin_multiplicity": 1, "lumo_energy_ev": 4.697, "de_lowest_kcal_mol": 14.5, "largest_force_ev_per_a": 4.5, "elements": ["O", "H", "C", "N", "H", "H", "H", "H", "H"], "xyz": [[1.58, -1.44, 0.35], [1.03, -1.81, 1.02], [-0.58, 0.78, 0.24], [-0.47, -0.23, -0.94], [0.37, 0.77, 0.88], [-0.92, 1.86, -0.21], [-1.41, 0.46, 0.91], [0.30, -0.78, -0.62], [0.10, 0.39, -1.62]]}



7.
{"formula": "CH6NO", "method": "the ωB97M-V functional and the def2-TZVPD basis", "orbital_gap_ha": [0.4493, 0.3546], "charge": 2, "energy_ev": -4647.143, "homo_ev": [-25.47, -26.14], "spin_multiplicity": 2, "lumo_energy_ev": [-13.241, -16.495], "de_lowest_kcal_mol": 55.6, "largest_force_ev_per_a": 6.6, "elements": ["N", "H", "H", "H", "H", "O", "C", "H", "H"], "xyz": [[-0.49, -1.20, 0.78], [-0.66, -1.97, 0.08], [0.29, -1.52, 1.38], [-1.36, -1.00, 1.25], [0.00, -0.15, 0.40], [0.93, 0.29, -0.67], [0.66, 1.51, -0.90], [0.15, 2.27, -0.28], [0.49, 1.77, -2.06]]}



8.
{"formula": "CH6NO2", "method": "the ωB97M-V functional and the def2-TZVPD basis", "orbital_gap_ha": 0.2664, "charge": -1, "energy_ev": -6719.203, "homo_ev": -2.63, "spin_multiplicity": 1, "lumo_energy_ev": 4.624, "de_lowest_kcal_mol": 14.5, "largest_force_ev_per_a": 0.8, "elements": ["O", "H", "N", "C", "O", "H", "H", "H", "H", "H"], "xyz": [[-0.62, -1.30, -2.21], [0.30, -1.44, -2.44], [-0.47, -0.40, 0.33], [0.35, 0.71, 0.47], [0.29, 1.33, 1.84], [-0.57, -0.96, -1.25], [-0.16, -1.11, 0.99], [0.03, 1.50, -0.21], [1.45, 0.60, 0.37], [-0.60, 1.08, 2.12]]}



9.
{"formula": "CH6NO2", "method": "the ωB97M-V functional and the def2-TZVPD basis", "orbital_gap_ha": 0.2688, "charge": -1, "energy_ev": -6718.808, "homo_ev": -2.69, "spin_multiplicity": 1, "lumo_energy_ev": 4.628, "de_lowest_kcal_mol": 23.6, "largest_force_ev_per_a": 1.5, "elements": ["O", "H", "N", "C", "O", "H", "H", "H", "H", "H"], "xyz": [[-0.19, -1.72, 2.21], [-0.35, -2.64, 1.96], [-0.20, -0.26, -0.29], [0.14, 1.10, -0.50], [0.83, 1.39, -1.86], [-0.40, -1.34, 1.31], [-1.18, -0.37, -0.58], [0.88, 1.52, 0.17], [-0.65, 1.86, -0.51], [1.12, 0.46, -1.90]]}



10.
{"formula": "CH6NO2", "method": "the ωB97M-V functional and the def2-TZVPD basis", "orbital_gap_ha": 0.2790, "charge": -1, "energy_ev": -6718.579, "homo_ev": -3.02, "spin_multiplicity": 1, "lumo_energy_ev": 4.571, "de_lowest_kcal_mol": 28.9, "largest_force_ev_per_a": 2.7, "elements": ["O", "H", "N", "C", "O", "H", "H", "H", "H", "H"], "xyz": [[-1.11, 0.08, -2.87], [-1.00, 0.47, -1.94], [0.40, -0.61, 2.01], [0.19, 0.16, 0.49], [-0.96, 0.53, -0.10], [-0.15, -0.10, 2.64], [1.36, -0.29, 2.40], [0.72, -0.61, -0.21], [1.03, 0.99, 0.56], [-0.46, -0.63, -2.97]]}